1.
Entry from the OMol25 dataset: a molecular structure, C30H72Cl6N4 at a distorted geometry (wB97M-V/def2-TZVPD).

XYZ file:
```
112
Properties=species:S:1:pos:R:3:forces:R:3
Cl -3.388 -5.307 0.664 -1.764 -2.133 1.048
C -2.178 -4.316 0.040 0.654 1.812 -0.580
C -2.211 -2.990 0.799 -1.379 1.847 -1.464
Cl -1.445 -3.101 2.388 -0.003 -0.421 0.269
H -2.408 -4.191 -1.010 -0.072 0.633 -0.219
H -1.213 -4.787 0.051 0.519 -0.221 0.455
H -3.352 -2.586 0.928 2.996 -1.236 -0.410
H -1.590 -2.223 0.225 -1.322 -1.349 0.949
Cl 3.674 -2.618 1.285 -1.556 -2.077 0.453
C 2.127 -1.830 1.806 -2.120 0.082 0.387
C 1.703 -2.086 3.268 0.659 6.128 -2.635
Cl 2.877 -1.451 4.429 -2.303 -2.465 1.620
H 1.213 -2.093 1.163 1.959 -0.259 0.960
H 2.212 -0.733 1.649 0.165 -1.025 0.284
H 1.550 -2.988 3.505 -0.527 -7.327 1.397
H 0.689 -1.680 3.376 0.563 0.735 0.194
Cl -0.301 0.326 1.966 -0.188 0.213 1.023
C -1.207 0.388 0.458 1.757 -4.750 -0.998
C -0.077 0.142 -0.612 -0.946 0.767 0.961
Cl 0.248 -1.608 -0.791 2.351 1.217 1.840
H -1.676 1.283 0.396 -1.386 2.740 -0.396
H -1.968 -0.489 0.445 1.249 1.933 0.060
H 0.761 0.880 -0.502 -0.327 -1.294 0.219
H -0.414 0.178 -1.595 -1.107 1.425 -1.673
C -2.774 2.802 3.004 1.007 -1.732 1.417
C -3.344 1.480 3.593 -1.805 1.063 -3.950
N -3.900 0.675 2.379 -0.802 1.291 1.340
C -3.934 -0.725 2.697 5.277 0.211 -3.841
C -4.339 -1.063 3.999 3.919 -3.879 -0.783
C -5.240 1.066 1.876 6.335 0.720 -4.789
C -5.271 0.786 0.326 -1.372 2.409 0.392
H -2.746 3.268 4.037 1.815 0.592 -1.388
H -3.477 3.444 2.503 -0.453 -0.252 -0.647
H -1.856 2.475 2.312 -1.697 1.566 2.052
H -4.042 1.788 4.376 -0.586 -0.483 -0.134
H -2.576 0.929 4.060 1.009 -0.739 0.269
H -2.813 -1.027 2.588 -1.393 0.654 0.508
H -4.243 -1.365 1.859 -1.153 0.528 0.335
H -4.256 -0.333 4.657 0.873 2.703 3.367
H -3.835 -2.041 4.126 0.635 0.662 1.309
H -5.201 -1.449 4.006 -7.583 -2.074 0.241
H -5.422 2.062 1.936 0.103 3.376 0.496
H -5.975 0.683 2.351 -5.108 -3.448 3.223
H -5.277 -0.243 0.130 -0.499 -1.616 -0.217
H -4.331 1.123 -0.228 -1.540 0.340 1.094
H -6.296 1.277 -0.062 2.467 -1.113 0.354
C 5.576 2.252 -3.950 2.050 -0.040 -5.023
C 4.792 2.357 -2.759 -1.219 -0.383 2.226
N 3.325 2.417 -3.084 2.083 5.137 3.772
C 2.570 1.404 -3.563 2.201 -0.347 -7.062
C 2.879 0.057 -3.120 -4.469 -1.490 2.851
C 2.661 3.061 -2.003 -2.197 -0.221 0.352
C 1.484 3.973 -2.401 10.535 -5.151 -11.614
H 5.113 1.326 -4.347 0.591 0.354 -0.856
H 6.671 1.955 -3.853 -1.341 0.693 0.298
H 5.509 3.102 -4.840 -0.077 -1.985 2.574
H 4.968 3.222 -2.120 0.123 0.091 -0.285
H 5.185 1.481 -2.133 -1.177 0.650 -0.278
H 3.083 1.551 -4.624 -1.820 -1.582 0.439
H 1.479 1.583 -3.798 1.258 0.133 0.869
H 3.818 -0.309 -2.761 0.848 0.214 -0.666
H 2.333 -0.498 -3.910 0.717 -0.897 0.917
H 2.222 0.051 -2.126 1.178 -1.024 -1.652
H 3.249 3.786 -1.577 2.055 1.092 1.506
H 2.447 2.241 -1.279 -0.551 0.870 0.402
H 1.793 4.853 -3.080 0.286 -1.428 0.857
H 1.006 4.366 -1.820 -8.677 7.453 12.791
H 0.779 3.527 -2.962 -2.350 -2.170 -2.345
C -3.702 -0.360 -2.153 -1.881 -0.896 -0.818
C -4.189 -1.495 -3.151 0.115 -0.730 -1.495
N -3.161 -2.567 -3.089 2.467 3.022 -0.726
C -3.467 -3.831 -3.703 0.467 1.800 0.929
C -4.429 -3.851 -4.743 2.375 -0.937 -4.164
C -1.901 -2.098 -3.671 -0.811 0.366 -5.362
C -0.804 -2.773 -3.046 0.221 -3.214 2.403
H -3.806 -0.773 -1.106 1.104 0.544 -1.255
H -4.512 0.356 -2.224 -0.099 0.510 0.151
H -2.784 0.213 -2.506 -0.924 -1.301 0.842
H -4.299 -1.072 -4.235 0.518 -0.332 1.547
H -5.231 -2.017 -3.076 1.679 1.335 1.052
H -3.977 -4.078 -2.942 -4.880 -2.658 5.916
H -2.923 -4.735 -3.587 2.422 -0.025 -0.798
H -5.020 -2.994 -4.841 -1.525 0.582 0.140
H -4.784 -4.850 -4.680 -1.535 -0.513 -0.538
H -3.744 -3.836 -5.602 -0.906 -0.026 -1.029
H -1.621 -0.982 -3.866 -1.192 -1.607 1.038
H -1.897 -2.493 -4.834 -0.154 1.125 2.055
H -0.994 -2.541 -1.951 0.473 -0.951 -2.218
H 0.101 -2.329 -3.452 0.569 -0.674 0.449
H -0.883 -3.987 -3.075 0.481 2.891 -0.472
C 5.167 1.003 5.015 -3.256 1.374 2.453
C 4.704 0.467 3.676 -5.829 4.881 1.028
N 4.475 1.630 2.732 1.422 -0.992 2.487
C 4.724 1.315 1.398 3.024 3.268 1.433
C 4.169 0.163 0.876 -2.125 -3.844 -5.116
C 3.347 2.381 2.950 2.370 2.526 -1.383
C 3.442 3.880 2.637 -3.891 -2.029 2.694
H 4.994 0.249 5.828 1.414 0.294 -0.747
H 4.636 1.965 5.629 0.649 -2.293 -2.463
H 6.072 1.413 4.704 2.379 0.263 0.910
H 3.795 -0.191 3.745 1.817 2.897 -0.733
H 5.325 -0.224 3.380 4.234 -3.042 -2.226
H 5.678 1.067 1.665 4.008 -0.153 -1.563
H 4.627 2.278 0.787 0.325 -1.539 0.389
H 3.859 -0.857 1.162 2.194 2.235 1.615
H 4.740 -0.181 -0.078 -1.178 1.057 0.894
H 3.185 0.484 0.687 -1.903 0.362 -1.871
H 2.932 1.981 3.748 -2.184 -0.224 4.808
H 2.657 2.250 2.280 -4.406 -2.399 -4.356
H 4.081 4.195 3.317 3.413 2.554 2.677
H 2.435 4.219 2.969 0.518 0.388 -0.515
H 3.618 4.142 1.667 0.650 0.381 -2.530
```
Forces are in eV/Å.

## Properties
**Orbital gap**: 0.269 Eh
**HOMO**: -7.01 eV
**LUMO**: 0.32 eV
**Total charge**: 0

---

2.
Entry from the OMol25 dataset: a molecular structure, C17H21N5O2PtS at a distorted geometry (wB97M-V/def2-TZVPD).

XYZ file:
```
47
Properties=species:S:1:pos:R:3:forces:R:3
N 0.523 2.288 -0.417 -0.059 -1.635 -1.012
C 0.577 3.421 -0.405 0.150 2.246 -0.141
C 0.645 4.859 -0.426 0.053 0.866 0.092
H -0.365 5.295 -0.498 0.276 -0.217 0.021
H 1.236 5.204 -1.291 -0.160 -0.196 0.273
H 1.121 5.236 0.494 -0.128 -0.174 -0.292
N 2.271 -1.192 -0.757 -1.036 0.673 -0.579
C 3.215 -1.807 -0.912 1.238 -0.799 -0.347
C 4.405 -2.582 -1.150 0.702 -0.463 -0.036
H 5.027 -2.105 -1.925 -0.242 -0.072 0.251
H 4.142 -3.597 -1.486 0.000 0.324 0.124
H 5.000 -2.663 -0.225 -0.218 0.055 -0.281
N -1.619 -0.999 -0.414 1.360 0.770 -0.845
C -2.635 -1.503 -0.402 -1.890 -0.990 -0.156
C -3.921 -2.146 -0.426 -0.802 -0.417 0.133
H -3.946 -2.982 0.293 0.070 0.252 -0.253
H -4.138 -2.545 -1.431 0.140 0.152 0.304
H -4.716 -1.431 -0.156 0.282 -0.175 -0.125
Pt 0.466 -0.016 -0.050 0.434 -0.139 0.656
C 0.435 -1.678 1.125 -0.069 -5.111 3.375
O 0.459 -2.578 1.849 -0.043 3.364 -2.722
C 1.969 0.687 1.127 4.999 2.257 3.521
O 2.809 1.028 1.850 -3.429 -1.440 -2.918
C 0.886 1.380 -3.532 1.212 -0.994 -0.311
C -0.485 1.448 -3.412 -3.010 -2.209 0.090
C -1.259 0.254 -3.413 0.848 3.317 0.100
C -0.637 -0.969 -3.531 0.901 -0.351 -0.268
C 0.778 -1.039 -3.656 0.768 1.167 -0.044
C 1.527 0.116 -3.656 -0.776 -0.892 -0.017
H 1.486 2.258 -3.560 0.358 0.684 -0.050
H -0.993 2.380 -3.342 -0.265 0.641 -0.010
H -2.317 0.338 -3.344 -0.684 -0.018 -0.013
H -1.193 -1.876 -3.557 -0.471 -0.592 -0.047
H 1.229 -1.995 -3.771 0.387 -0.576 -0.121
H 2.584 0.095 -3.769 0.669 -0.113 -0.123
S -1.199 1.132 1.244 -1.044 0.564 0.577
C -1.174 0.318 2.788 -0.664 0.783 0.191
N -0.114 0.119 3.525 2.836 0.336 -0.388
C -0.468 -0.413 4.833 -0.320 -0.708 0.712
C -2.000 -0.295 4.827 0.148 -0.226 0.749
N -2.279 0.045 3.430 -2.028 0.009 -0.535
H 0.908 0.252 3.290 -2.024 -0.015 0.200
H -0.036 0.163 5.648 0.239 -0.017 -0.100
H -0.137 -1.455 4.880 0.037 0.148 0.170
H -2.322 0.532 5.458 -0.235 -0.078 0.030
H -2.480 -1.224 5.133 -0.123 0.167 -0.065
H -3.265 0.245 3.120 1.613 -0.158 0.231
```
Forces are in eV/Å.

## Properties
**Orbital gap (spin up / spin down)**: 0.324 / 0.215 Eh
**HOMO (spin up / spin down)**: -21.26 / -22.01 eV
**LUMO (spin up / spin down)**: -12.43 / -16.17 eV
**Total charge**: +4
**2S+1**: 5
**⟨S²⟩**: 6.03

---

3.
Entry from the OMol25 dataset: a single C3H9N3 molecule at a distorted geometry (wB97M-V/def2-TZVPD).

XYZ file:
```
15
Properties=species:S:1:pos:R:3:forces:R:3
N -1.112 -0.058 -1.575 -0.523 1.809 -0.938
N -1.001 0.181 -0.150 3.414 -0.035 -0.055
N -1.875 -0.543 0.690 -0.116 1.015 -0.154
C 0.376 -0.233 0.241 -2.288 1.464 -0.460
C 1.414 0.671 -0.217 -1.983 1.877 2.005
C 1.097 0.548 1.267 1.409 -2.600 -1.996
H -0.572 -0.812 -1.973 0.233 -1.209 0.858
H -0.600 0.718 -2.079 -1.246 -0.497 1.213
H -2.702 0.020 0.823 -0.145 0.390 0.134
H -2.184 -1.249 0.100 -0.956 -2.326 -0.837
H 0.611 -1.268 0.155 -0.172 -0.914 0.083
H 1.185 1.623 -0.605 -0.704 0.827 -0.609
H 2.257 0.305 -0.582 3.744 -1.687 -1.346
H 1.764 -0.064 1.798 0.913 -0.563 0.856
H 0.725 1.309 1.813 -1.579 2.449 1.247
```
Forces are in eV/Å.

## Properties
**Orbital gap**: 0.381 Eh
**HOMO**: -9.19 eV
**LUMO**: 1.17 eV
**Total charge**: 0

---

Listing energy above the lowest of the compared OMol25 structures with the same formula, charge and spin for the structures above in their given order: 7.602 0.000 3.866 eV.